Record 1
Molecular formula: C4H10O
Method: DFT, ωB97M-V/def2-TZVPD

Structure (XYZ):
```
15
Properties=species:S:1:pos:R:3:nbo_charge:R:1
C 0.2473 1.4287 0.5267 -0.46
C 0.1416 -0.0136 0.2904 -0.32
C 1.2858 -0.6818 -0.1643 -0.48
C -1.2062 -0.4666 -0.2220 -0.06
O -1.3119 -1.8690 -0.1090 -0.71
H 1.1810 1.8069 0.9356 0.22
H -0.6486 2.0075 0.7459 0.22
H 1.0144 1.4692 -1.1464 -0.02
H 0.1056 0.2299 1.4556 0.35
H 1.1883 -1.6971 -0.5353 0.23
H 1.3316 0.7051 -1.3305 0.02
H 2.2637 -0.3844 0.2089 0.21
H -1.2664 -0.1364 -1.2706 0.18
H -2.0077 0.0441 0.3370 0.16
H -2.0506 -2.1545 -0.6588 0.47
```

- Energy above the lowest of the compared OMol25 structures with the same formula, charge and spin: 5.476 eV
- HOMO: -0.2872 Eh
- Orbital gap: 8.687 eV
- DFT total energy: -233.4437 a.u.
- Charge: 0

=====

Record 2
Molecular formula: C4H10O
Method: DFT, ωB97M-V/def2-TZVPD

Structure (XYZ):
```
15
Properties=species:S:1:pos:R:3:nbo_charge:R:1
C 2.4710 -0.2646 -0.0411 -0.61
C 1.1778 0.5223 0.0384 -0.41
C -0.0681 -0.3506 0.0515 -0.06
O -1.1841 0.5125 -0.0242 -0.54
C -2.3929 -0.2051 -0.0202 -0.25
H 2.5715 -0.9091 0.8448 0.20
H 2.4728 -0.9032 -0.9570 0.20
H 3.3359 0.3966 -0.1113 0.22
H 1.1328 1.1151 0.9556 0.20
H 1.0979 1.2480 -0.8051 0.21
H -0.0665 -1.0847 -0.7760 0.15
H -0.0905 -1.0026 0.9449 0.16
H -2.4198 -0.9022 -0.8837 0.16
H -3.2239 0.5225 -0.1266 0.20
H -2.4641 -0.7924 0.9359 0.16
```

- Energy above the lowest of the compared OMol25 structures with the same formula, charge and spin: 0.757 eV
- HOMO: -0.3612 Eh
- Orbital gap: 10.987 eV
- DFT total energy: -233.6171 a.u.
- Charge: 0

=====

Record 3
Molecular formula: C4H10O
Method: DFT, ωB97M-V/def2-TZVPD

Structure (XYZ):
```
15
Properties=species:S:1:pos:R:3:nbo_charge:R:1
C -1.8156 0.8403 -0.7598 -0.25
O -0.4605 1.0556 -0.4010 -0.52
C 0.3413 -0.0051 -0.6129 0.13
C 1.7754 0.3565 -0.3593 -0.69
C 0.0692 -1.1660 1.2155 -0.77
H -2.3207 1.8078 -0.7198 0.19
H -2.2853 0.1577 -0.0394 0.18
H -1.8910 0.4148 -1.7655 0.19
H -0.0331 -1.0646 -0.1875 0.26
H 1.9359 0.9384 0.5598 0.20
H 2.1175 0.9690 -1.2018 0.23
H 2.3911 -0.5455 -0.3257 0.22
H 0.9674 -1.7531 1.4174 0.21
H -0.8363 -1.7586 1.3786 0.21
H 0.0446 -0.2473 1.8012 0.21
```

- Energy above the lowest of the compared OMol25 structures with the same formula, charge and spin: 4.251 eV
- HOMO: -0.2764 Eh
- Orbital gap: 8.667 eV
- DFT total energy: -233.4887 a.u.
- Charge: 0

=====

Record 4
Molecular formula: C4H10O
Method: DFT, ωB97M-V/def2-TZVPD

Structure (XYZ):
```
15
Properties=species:S:1:pos:R:3:nbo_charge:R:1
C 1.5885 -0.9527 -0.7619 -0.27
O 0.9222 -0.5956 0.3173 -0.35
C -0.2467 -0.0394 0.3717 0.32
C -1.0986 -0.0380 -0.8443 -0.70
C -0.7700 0.2434 1.7412 -0.66
H 1.6021 1.3341 -0.8917 0.00
H 1.0647 -1.0763 -1.6996 0.16
H 2.5470 -1.4020 -0.5519 0.18
H 1.0862 1.7093 -0.4783 -0.04
H -1.3548 -1.0702 -1.1427 0.22
H -0.5882 0.4196 -1.7033 0.23
H -2.0278 0.5072 -0.6598 0.23
H -1.2507 1.2276 1.7803 0.22
H 0.0475 0.2296 2.4669 0.23
H -1.5213 -0.4967 2.0562 0.21
```

- Energy above the lowest of the compared OMol25 structures with the same formula, charge and spin: 4.163 eV
- HOMO (alpha / beta): -0.2589 / -0.2510 Eh
- Orbital gap (alpha / beta): 8.123 / 7.923 eV
- DFT total energy: -233.4920 a.u.
- Charge: 0